Here is a molecular structure, C18H20N4O7RuS2 from the Open Molecules 2025 dataset. Energies are from wB97M-V/def2-TZVPD.

Atoms and positions in Å:
Ru -0.18 -0.61 -0.87
O 0.92 1.86 2.42
C -0.16 1.91 1.66
O -0.18 2.35 0.54
C -1.41 1.35 2.33
O -2.26 0.72 1.42
C -2.98 1.60 0.55
C -2.62 1.51 -0.94
O -3.17 2.33 -1.66
O -1.82 0.58 -1.32
H 1.72 1.94 1.82
H -1.91 2.16 2.87
H -1.10 0.59 3.06
H -2.85 2.64 0.85
H -4.04 1.35 0.63
S -1.58 -2.60 -0.81
C -0.50 -3.97 -0.82
C -1.00 -5.23 -0.46
C -0.21 -6.36 -0.51
C 1.11 -6.26 -0.96
C 1.62 -5.03 -1.32
C 0.84 -3.86 -1.24
S 1.56 -2.32 -1.64
H -2.03 -5.29 -0.13
H -0.62 -7.32 -0.23
H 1.73 -7.14 -1.03
H 2.64 -4.94 -1.66
C 2.53 -3.57 1.76
N 2.54 -2.11 1.78
C 3.80 -1.44 1.51
C 1.43 -1.47 1.55
N 0.43 -0.90 1.37
H 3.09 -3.95 2.61
H 2.98 -3.93 0.83
H 1.50 -3.94 1.79
H 4.49 -1.60 2.34
H 3.63 -0.37 1.38
H 4.24 -1.84 0.59
C 1.80 2.05 -4.59
N 2.20 1.94 -3.20
C 3.17 2.72 -2.65
C 3.47 2.64 -1.34
C 2.72 1.73 -0.49
O 2.94 1.69 0.74
N 1.79 0.95 -1.08
C 1.50 1.06 -2.39
O 0.59 0.39 -2.90
H 2.47 2.74 -5.09
H 0.77 2.41 -4.66
H 1.84 1.07 -5.06
H 3.68 3.39 -3.33
H 4.24 3.26 -0.90

The energy above the lowest of the compared OMol25 structures with the same formula, charge and spin is 13.1 kcal/mol. Its LUMO energy (alpha / beta) is 2.719 / 1.916 eV. The charge is -1. The HOMO energy (alpha / beta) comes out at -4.0 / -4.6 eV. For the HOMO-LUMO gap (alpha / beta), the calculation gives 6.72 / 6.56 eV. Its spin multiplicity is 6.

Here is a molecular structure, C28H22N6O2S2Ta from the Open Molecules 2025 dataset. Energies are from wB97M-V/def2-TZVPD.

Atoms and positions in Å:
Ta -0.53 -0.38 0.11
O -2.18 -3.72 -0.16
S -2.10 -2.49 -0.84
O -2.34 -1.23 0.05
N -0.60 -1.97 -1.13
C 0.51 -2.49 -1.81
C 0.63 -3.61 -2.60
C 1.88 -3.89 -3.19
C 2.96 -3.07 -3.02
C 2.85 -1.91 -2.21
C 3.89 -0.99 -1.97
C 3.65 0.12 -1.18
C 2.41 0.31 -0.61
N 1.39 -0.56 -0.78
C 1.61 -1.65 -1.60
C -3.13 -2.41 -2.22
C -3.86 -3.55 -2.54
C -4.70 -3.50 -3.64
C -4.81 -2.33 -4.38
C -4.07 -1.19 -4.04
C -3.22 -1.22 -2.95
H -0.21 -4.27 -2.76
H 1.97 -4.77 -3.81
H 3.90 -3.30 -3.49
H 4.86 -1.15 -2.42
H 4.42 0.85 -1.00
H 2.21 1.17 0.01
H -3.77 -4.45 -1.95
H -5.28 -4.37 -3.91
H -5.47 -2.29 -5.23
H -4.17 -0.29 -4.62
H -2.65 -0.35 -2.68
S 0.28 0.30 2.24
C -0.98 1.51 1.96
N -1.86 1.91 3.00
N -1.47 2.11 4.17
C -0.20 2.25 4.75
C -0.08 1.89 6.10
C 1.14 2.07 6.72
C 2.19 2.64 6.02
C 2.05 3.04 4.69
C 0.85 2.84 4.04
N -1.42 1.95 0.81
N -0.84 1.48 -0.33
C -1.06 2.21 -1.53
C -1.81 3.39 -1.54
C -2.00 4.05 -2.74
C -1.47 3.54 -3.92
C -0.73 2.36 -3.90
C -0.52 1.69 -2.71
H -2.25 2.24 4.82
H -0.93 1.47 6.64
H 1.26 1.78 7.76
H 3.14 2.81 6.52
H 2.86 3.54 4.19
H 0.70 3.21 3.03
H -2.22 3.79 -0.62
H -2.57 4.96 -2.76
H -1.63 4.07 -4.85
H -0.31 1.97 -4.82
H 0.07 0.78 -2.70

Its LUMO energy is -10.842 eV. The charge is +3. The HOMO energy comes out at -16.6 eV. For the HOMO-LUMO gap, the calculation gives 5.75 eV.

Here is a gas-phase ion, C4H7N4 (charge +1) from the Open Molecules 2025 dataset. Energies are from wB97M-V/def2-TZVPD.

Atoms and positions in Å:
C -0.59 0.87 -0.67
C 1.67 0.94 0.56
C -1.06 -1.54 -0.37
C -1.60 -0.10 -0.39
N 0.03 1.72 -1.19
N 1.87 1.83 -0.22
N 1.14 2.36 -1.15
N 1.85 0.05 1.45
H -0.59 -1.80 -1.32
H -1.89 -2.21 -0.20
H -0.34 -1.67 0.43
H -2.08 0.13 0.57
H -2.35 0.00 -1.18
H 1.67 0.25 2.43
H 2.29 -0.84 1.23

The energy above the lowest of the compared OMol25 structures with the same formula, charge and spin is 127.1 kcal/mol. Its LUMO energy is -5.617 eV. The charge is +1. The HOMO energy comes out at -13.5 eV. For the HOMO-LUMO gap, the calculation gives 7.91 eV.

Here is a gas-phase ion, C6H6NO (charge -1) from the Open Molecules 2025 dataset. Energies are from wB97M-V/def2-TZVPD.

Atoms and positions in Å:
C 0.38 -0.84 1.24
C 0.13 2.09 1.56
C -0.11 -0.47 -0.18
C -0.18 -1.33 -1.15
C 0.73 0.52 1.85
C -0.71 0.86 -0.41
N -0.36 2.12 0.37
O -0.79 3.18 -0.24
H -0.77 -1.13 -2.15
H 0.17 -2.32 -1.18
H 0.76 0.32 2.96
H 1.74 0.86 1.52
H -0.60 1.00 -1.55
H -1.78 0.88 -0.28

The energy above the lowest of the compared OMol25 structures with the same formula, charge and spin is 75.7 kcal/mol. Its LUMO energy is 2.974 eV. The charge is -1. The HOMO energy comes out at -3.3 eV. For the HOMO-LUMO gap, the calculation gives 6.24 eV.